(1)
10 unconnected molecules or ions with the total composition C22H64O10, computed with the ωB97M-V functional and the def2-TZVPD basis.

The geometry in ORCA input format:
```
! RIJCOSX wB97M-V def2-TZVPD def2/J DEFGRID3
* xyz 0 1
C 5.764 -8.128 -15.389
C 5.953 -7.831 -16.864
C 6.423 -9.132 -17.493
O 4.858 -7.198 -17.498
H 6.744 -8.036 -14.868
H 5.366 -9.121 -15.179
H 5.032 -7.431 -14.976
H 6.809 -7.136 -16.974
H 6.429 -9.014 -18.632
H 5.784 -9.981 -17.196
H 7.421 -9.402 -17.181
H 4.040 -7.628 -17.178
C 2.093 -11.149 -18.769
C 1.775 -9.983 -17.820
C 1.684 -10.391 -16.365
O 2.886 -9.065 -17.832
H 2.376 -10.809 -19.757
H 1.236 -11.850 -18.766
H 2.979 -11.684 -18.428
H 0.881 -9.416 -18.026
H 0.684 -10.924 -16.335
H 1.578 -9.525 -15.691
H 2.473 -11.018 -16.066
H 3.238 -8.997 -18.703
C 3.456 -8.898 -8.997
C 3.726 -10.020 -9.934
C 3.870 -9.896 -11.459
O 4.881 -10.783 -9.429
H 3.405 -9.259 -8.001
H 2.531 -8.351 -9.142
H 4.124 -8.025 -9.043
H 2.821 -10.713 -9.856
H 2.869 -9.733 -11.823
H 4.196 -10.873 -11.822
H 4.573 -9.158 -11.795
H 5.384 -10.404 -8.715
C 5.127 -16.620 -11.275
C 6.278 -16.151 -12.239
C 7.622 -16.697 -11.893
O 6.015 -16.582 -13.618
H 5.379 -16.216 -10.288
H 5.102 -17.711 -11.378
H 4.176 -16.251 -11.628
H 6.399 -15.058 -12.090
H 8.431 -16.508 -12.637
H 7.634 -17.804 -11.752
H 7.925 -16.314 -10.869
H 5.072 -16.644 -13.868
C 10.675 -13.083 -15.698
C 9.879 -11.920 -15.129
C 10.454 -10.581 -15.718
O 8.501 -12.007 -15.440
H 10.461 -13.218 -16.748
H 10.510 -13.984 -15.102
H 11.812 -12.907 -15.632
H 10.060 -12.052 -14.022
H 9.969 -9.760 -15.172
H 10.325 -10.650 -16.840
H 11.477 -10.543 -15.471
H 8.434 -11.961 -16.468
C 6.731 -13.363 -18.959
C 7.787 -12.492 -19.658
C 7.158 -11.564 -20.656
O 8.547 -11.725 -18.713
H 7.123 -14.153 -18.313
H 6.024 -13.773 -19.660
H 6.094 -12.736 -18.361
H 8.524 -13.191 -20.069
H 6.584 -10.764 -20.217
H 6.562 -12.060 -21.436
H 7.991 -11.065 -21.246
H 8.095 -10.878 -18.576
C 6.777 -16.898 -16.687
O 7.059 -15.770 -15.932
H 5.676 -17.099 -16.753
H 7.159 -16.717 -17.712
H 7.290 -17.849 -16.371
H 6.676 -15.875 -15.042
C 5.032 -13.242 -15.044
O 5.285 -13.680 -16.389
H 5.155 -14.028 -14.287
H 5.774 -12.507 -14.766
H 4.063 -12.781 -15.021
H 6.115 -14.142 -16.384
C 7.282 -12.356 -11.444
O 6.278 -12.813 -10.605
H 7.920 -13.207 -11.766
H 6.836 -11.881 -12.339
H 7.825 -11.548 -10.926
H 5.790 -11.967 -10.314
C 2.713 -16.055 -16.329
O 3.293 -16.587 -15.077
H 2.825 -16.852 -17.088
H 1.655 -15.794 -16.209
H 3.401 -15.220 -16.587
H 2.575 -16.599 -14.408
*
```

The calculation puts the HOMO energy at -9.4 eV. The value obtained for the lowest unoccupied orbital energy is 0.5 eV. As for the HOMO-LUMO gap: 9.935 eV. Its total energy is -1628.86354 a.u. As for the energy above the lowest of the compared OMol25 structures with the same formula, charge and spin: 44.97 kcal per mole.

---

(2)
12 unconnected molecules or ions with the total composition C22H66ClO15, computed with the ωB97M-V functional and the def2-TZVPD basis.

The geometry in ORCA input format:
```
! RIJCOSX wB97M-V def2-TZVPD def2/J DEFGRID3
* xyz -1 1
Cl 0.209 -0.373 0.113
O -0.730 -0.731 1.167
O 0.536 -1.544 -0.672
O -0.436 0.625 -0.719
O 1.416 0.131 0.714
C -1.138 -4.883 0.457
C -1.703 -4.070 1.591
O -2.771 -4.834 2.176
H -1.964 -5.278 -0.142
H -0.544 -5.729 0.802
H -0.568 -4.259 -0.233
H -2.057 -3.113 1.201
H -0.953 -3.906 2.369
H -3.087 -4.368 2.954
C -3.220 -1.551 -1.736
C -3.960 -1.028 -0.523
O -3.469 0.209 -0.064
H -3.604 -2.533 -2.020
H -2.153 -1.652 -1.508
H -3.299 -0.877 -2.592
H -3.929 -1.797 0.263
H -5.024 -0.916 -0.756
H -2.501 0.160 -0.111
C 5.671 1.507 2.067
C 4.168 1.722 2.109
O 3.661 1.965 3.422
H 5.917 1.003 1.128
H 6.010 0.907 2.913
H 6.202 2.459 2.092
H 3.639 0.853 1.695
H 3.895 2.563 1.475
H 3.840 1.135 3.877
C -1.517 -4.691 -3.496
C -0.842 -3.369 -3.779
O -0.005 -3.522 -4.921
H -0.796 -5.494 -3.337
H -2.124 -5.005 -4.355
H -2.207 -4.638 -2.655
H -0.245 -3.056 -2.911
H -1.581 -2.573 -3.931
H 0.130 -2.653 -5.321
C -2.720 2.421 -2.852
C -4.128 2.704 -2.349
O -4.196 2.789 -0.944
H -2.704 2.356 -3.946
H -2.318 1.510 -2.409
H -2.051 3.250 -2.610
H -4.847 1.970 -2.745
H -4.469 3.668 -2.740
H -3.964 1.917 -0.580
C 3.421 0.879 -2.151
C 4.647 0.297 -1.512
O 5.809 1.000 -1.999
H 3.507 0.815 -3.243
H 3.319 1.957 -1.992
H 2.517 0.391 -1.794
H 4.709 -0.777 -1.702
H 4.598 0.452 -0.427
H 6.566 0.424 -1.870
C -0.579 0.516 4.539
C 0.768 0.991 3.999
O 0.798 2.410 3.843
H -1.393 0.680 3.834
H -0.795 1.014 5.490
H -0.525 -0.543 4.818
H 0.967 0.502 3.042
H 1.499 0.730 4.760
H -0.006 2.563 3.329
C 0.373 4.258 -0.164
C 1.195 3.422 0.784
O 1.954 4.182 1.718
H -0.384 4.842 0.363
H -0.099 3.608 -0.907
H 0.973 4.975 -0.743
H 1.908 2.814 0.209
H 0.511 2.715 1.241
H 2.526 4.735 1.178
C 1.906 -3.773 3.344
C 1.543 -2.306 3.518
O 2.058 -1.771 4.736
H 1.332 -4.186 2.507
H 1.618 -4.345 4.228
H 2.960 -3.907 3.110
H 0.454 -2.197 3.484
H 1.930 -1.706 2.696
H 1.486 -2.021 5.465
C 0.222 0.310 -3.981
C 0.753 0.302 -5.378
O 0.325 -0.890 -6.072
H 0.571 1.158 -3.398
H 0.494 -0.612 -3.461
H -0.870 0.297 -3.993
H 1.844 0.372 -5.409
H 0.370 1.171 -5.928
H 0.987 -1.113 -6.732
C -3.774 2.699 2.225
C -2.311 2.638 1.845
O -1.520 3.564 2.591
H -4.211 3.659 1.925
H -3.944 2.609 3.302
H -4.347 1.932 1.706
H -2.225 2.849 0.773
H -1.902 1.638 1.996
H -2.004 4.394 2.626
*
```

The calculation puts the HOMO energy at -6.5 eV. The value obtained for the lowest unoccupied orbital energy is 2.4 eV. As for the HOMO-LUMO gap: 8.913 eV. Its total energy is -2466.33960 a.u.

---

(3)
A molecular structure, C22H66ClO20V, computed with the ωB97M-V functional and the def2-TZVPD basis.

The geometry in ORCA input format:
```
! RIJCOSX wB97M-V def2-TZVPD def2/J DEFGRID3
* xyz 0 3
V 16.048 -16.473 -5.295
Cl 17.040 -18.536 -6.179
C 15.848 -12.576 -4.721
C 15.817 -11.107 -4.412
C 14.984 -10.563 -3.161
O 15.012 -9.393 -2.762
C 14.242 -11.570 -2.442
C 14.280 -12.890 -2.763
C 15.066 -13.387 -3.978
O 15.047 -14.624 -4.418
O 13.760 -13.734 -1.878
O 16.325 -10.333 -5.244
H 16.420 -12.942 -5.560
H 13.775 -11.314 -1.502
C 18.909 -16.487 -9.408
O 18.553 -15.287 -8.780
H 19.577 -17.043 -8.750
H 18.036 -17.122 -9.558
H 19.449 -16.266 -10.329
H 18.382 -14.647 -9.475
C 16.804 -16.477 -1.959
O 17.052 -16.868 -3.256
H 16.309 -17.293 -1.432
H 17.717 -16.328 -1.382
H 16.162 -15.597 -1.940
H 17.772 -17.501 -3.198
C 13.567 -17.482 -3.338
O 14.655 -17.855 -4.193
H 13.851 -17.594 -2.292
H 13.211 -16.475 -3.552
H 12.767 -18.145 -3.670
H 14.836 -18.782 -4.016
C 19.612 -19.445 -2.057
O 19.123 -18.455 -2.943
H 18.782 -19.546 -1.358
H 19.760 -20.338 -2.664
H 20.534 -19.170 -1.543
H 19.643 -18.525 -3.748
C 15.679 -18.411 -10.270
O 15.732 -17.049 -10.594
H 16.385 -18.698 -9.491
H 14.675 -18.505 -9.854
H 15.652 -19.051 -11.152
H 16.403 -17.026 -11.280
C 12.500 -20.521 -9.244
O 11.573 -19.474 -9.058
H 13.093 -20.507 -10.158
H 13.180 -20.647 -8.402
H 11.867 -21.400 -9.365
H 11.028 -19.677 -8.294
C 15.827 -14.230 -7.765
O 16.377 -15.452 -7.264
H 15.053 -13.759 -7.160
H 16.580 -13.443 -7.789
H 15.499 -14.298 -8.803
H 17.041 -15.680 -7.917
C 16.343 -21.268 -3.238
O 15.619 -20.115 -3.035
H 15.882 -22.157 -2.806
H 16.324 -21.435 -4.315
H 17.359 -21.103 -2.881
H 15.446 -20.093 -2.091
C 13.627 -17.707 -7.128
O 14.140 -16.596 -6.417
H 13.776 -17.620 -8.205
H 14.085 -18.654 -6.843
H 12.558 -17.857 -6.975
H 13.537 -15.900 -6.690
C 21.284 -22.317 -4.363
O 21.159 -23.151 -3.183
H 22.335 -22.031 -4.389
H 21.166 -22.933 -5.254
H 20.640 -21.437 -4.350
H 20.482 -23.811 -3.349
C 20.019 -19.746 -10.040
O 21.351 -19.253 -9.912
H 19.430 -19.603 -9.134
H 19.477 -19.243 -10.841
H 20.035 -20.796 -10.332
H 21.409 -18.328 -10.163
C 19.169 -15.585 -5.666
O 17.920 -15.250 -5.049
H 19.337 -14.760 -6.358
H 19.985 -15.748 -4.962
H 19.139 -16.536 -6.198
H 18.191 -14.560 -4.439
C 20.955 -19.163 -6.107
O 21.044 -18.356 -4.951
H 20.186 -19.929 -6.014
H 20.604 -18.539 -6.929
H 21.849 -19.631 -6.520
H 21.679 -17.670 -5.169
C 18.255 -21.943 -6.916
O 16.911 -21.654 -7.087
H 18.359 -23.024 -7.005
H 18.839 -21.402 -7.662
H 18.583 -21.770 -5.891
H 16.842 -20.753 -6.764
C 12.545 -21.345 -4.648
O 12.152 -21.988 -3.451
H 13.618 -21.161 -4.596
H 12.279 -21.898 -5.549
H 12.042 -20.381 -4.728
H 11.202 -21.897 -3.346
C 15.825 -22.916 -10.425
O 14.966 -22.483 -9.345
H 16.755 -22.350 -10.481
H 16.084 -23.974 -10.389
H 15.255 -22.804 -11.347
H 15.533 -22.363 -8.580
*
```

The calculation puts the HOMO energy (alpha / beta) at -5.6 / -5.6 eV. The value obtained for the lowest unoccupied orbital energy (alpha / beta) is -2.0 / -0.9 eV. As for the HOMO-LUMO gap (alpha / beta): 3.618 / 4.735 eV. Its total energy is -3786.51052 a.u.

---

(4)
7 unconnected molecules or ions with the total composition C22H66N13O11P3, computed with the ωB97M-V functional and the def2-TZVPD basis.

The geometry in ORCA input format:
```
! RIJCOSX wB97M-V def2-TZVPD def2/J DEFGRID3
* xyz 0 1
C -2.983 2.283 0.600
N -4.079 2.026 -0.294
C -4.368 3.087 -1.218
P -4.976 0.589 -0.253
O -4.460 -0.450 0.676
N -6.601 1.020 -0.065
C -6.923 1.926 1.064
C -7.672 0.036 -0.349
N -4.827 0.010 -1.826
C -5.416 0.598 -3.017
C -3.706 -0.883 -2.154
H -2.101 2.604 0.045
H -2.700 1.394 1.164
H -3.240 3.197 1.135
H -5.371 3.059 -1.645
H -3.641 2.940 -2.017
H -4.182 4.083 -0.817
H -6.101 2.636 1.155
H -7.908 2.342 0.853
H -6.945 1.312 1.964
H -8.648 0.483 -0.159
H -7.745 -0.274 -1.391
H -7.622 -0.851 0.282
H -6.318 1.129 -2.711
H -4.700 1.272 -3.487
H -5.532 -0.161 -3.790
H -2.778 -0.380 -1.883
H -3.542 -0.986 -3.226
H -3.722 -1.799 -1.562
C -0.781 5.718 -4.603
N -1.601 5.611 -3.415
C -3.013 5.698 -3.609
P -0.984 5.159 -1.906
O -1.925 5.056 -0.750
N -0.195 3.689 -2.220
C -0.853 2.673 -3.013
C 0.972 3.302 -1.398
N 0.241 6.308 -1.657
C -0.001 7.541 -0.778
C 1.529 6.258 -2.356
H -0.221 4.783 -4.623
H -0.176 6.617 -4.722
H -1.452 5.599 -5.454
H -3.263 4.902 -4.310
H -3.239 6.622 -4.140
H -3.589 5.463 -2.714
H -0.207 1.806 -3.151
H -1.798 2.327 -2.595
H -0.926 3.008 -4.048
H 1.475 4.174 -0.978
H 0.701 2.673 -0.550
H 1.593 2.655 -2.016
H -0.869 7.441 -0.126
H 0.855 7.789 -0.151
H -0.197 8.431 -1.375
H 1.634 5.313 -2.889
H 2.284 6.243 -1.570
H 1.733 7.092 -3.027
C 3.723 -4.628 2.391
N 3.729 -4.282 0.992
C 2.644 -3.317 0.624
P 5.118 -4.404 -0.026
O 4.841 -4.161 -1.493
N 6.199 -3.258 0.788
C 7.641 -3.092 0.410
C 5.718 -1.994 1.266
N 5.794 -5.945 0.288
C 6.618 -6.189 1.498
C 5.688 -7.101 -0.566
H 2.711 -4.798 2.759
H 4.057 -3.791 3.004
H 4.356 -5.471 2.667
H 2.692 -3.074 -0.438
H 2.842 -2.425 1.219
H 1.669 -3.740 0.866
H 7.776 -2.321 -0.348
H 8.264 -2.953 1.293
H 7.983 -4.054 0.028
H 5.818 -1.209 0.516
H 4.766 -1.959 1.794
H 6.485 -1.745 1.999
H 6.331 -5.526 2.314
H 6.560 -7.210 1.874
H 7.673 -6.002 1.296
H 5.891 -6.845 -1.606
H 4.698 -7.533 -0.422
H 6.340 -7.924 -0.273
C -0.020 -4.204 4.538
N 0.901 -3.181 4.980
O 1.570 -2.591 4.098
O 0.880 -2.858 6.146
H -0.701 -4.542 5.320
H 0.471 -5.136 4.257
H -0.559 -3.818 3.673
C 2.570 0.714 4.534
N 3.714 0.636 3.573
O 3.379 0.256 2.480
O 4.885 0.807 3.870
H 2.823 1.507 5.237
H 2.338 -0.231 5.026
H 1.666 1.023 4.009
C -3.352 -3.909 0.814
N -2.075 -4.703 0.812
O -2.263 -5.915 0.776
O -1.066 -4.060 1.192
H -3.089 -2.853 0.757
H -3.810 -4.112 1.781
H -3.854 -4.231 -0.098
C 0.272 -0.849 1.218
N 0.362 -0.101 -0.083
O -0.592 -0.111 -0.816
O 1.444 0.377 -0.413
H 1.205 -1.070 1.738
H -0.253 -1.788 1.043
H -0.389 -0.299 1.887
*
```

The calculation puts the HOMO energy at -8.0 eV. The value obtained for the lowest unoccupied orbital energy is -0.6 eV. As for the HOMO-LUMO gap: 7.435 eV. Its total energy is -3441.04583 a.u. As for the energy above the lowest of the compared OMol25 structures with the same formula, charge and spin: 0.00 kcal per mole.